Record 1
Molecular formula: C69H161N23O23
Method: DFT, ωB97M-V/def2-TZVPD

Structure (XYZ):
```
276
Properties=species:S:1:pos:R:3:forces:R:3:mulliken_charge:R:1
O 2.2237 5.4956 1.5588 -1.88 1.16 -0.45 -0.514
O -3.3710 -4.8285 -0.3152 0.62 -1.33 0.30 -0.682
O -8.2238 -1.7403 0.4660 0.36 -1.10 -0.49 -0.712
O -0.7946 3.6691 1.9991 0.22 -0.95 -0.53 0.040
O 2.9194 1.7035 4.5944 0.05 -1.64 0.25 -0.451
O -2.2083 -0.8668 1.0193 1.48 1.40 -0.81 -0.836
O -2.6946 3.3343 -1.9965 -0.34 1.19 0.33 -0.755
O -5.3132 1.1628 -0.1773 1.15 0.97 0.27 -0.447
O 2.6258 4.1006 -2.2788 -1.35 -0.19 -0.96 -0.436
O -1.4237 3.1396 6.6207 -0.68 -0.94 -0.92 -0.721
O 9.0859 -4.0677 -0.5000 -0.47 -0.14 0.63 -0.645
O 5.0971 -0.0572 1.8248 -1.30 -0.21 0.49 -0.696
O 5.1365 -2.4489 -8.5318 -1.27 0.82 4.97 -0.677
O 5.5092 3.2162 -5.5100 -1.12 1.52 0.06 -0.619
O 0.4554 -3.6069 5.8409 -3.15 -1.03 1.03 -0.546
O -3.9662 -7.7746 -3.3073 1.19 0.76 0.79 -0.684
O -6.8529 3.8231 1.8510 -0.26 0.67 0.24 -0.515
O 3.9099 -5.5775 2.4035 -0.95 -1.42 -0.24 -0.550
O 0.2384 9.8233 -1.7054 0.00 -0.40 -1.11 -0.618
O 1.0538 -1.8005 -5.8327 0.59 0.11 0.21 -0.572
O 1.6490 8.0006 5.4710 0.86 -3.57 -1.94 -0.705
O -0.2373 -4.3784 -3.1035 -0.10 -0.53 0.20 -0.538
O -4.5912 -1.8687 2.5907 -0.72 1.21 -0.24 -0.730
N 4.0546 4.5006 2.1607 3.60 -1.23 -0.10 0.694
N -1.4612 5.7765 1.7603 -1.05 2.37 -0.57 0.860
N -5.1589 3.9247 3.2909 -0.04 1.59 1.98 0.474
N 6.9443 -3.7967 -1.1139 -1.28 -0.97 0.21 0.296
N -1.7167 -3.7859 5.0864 0.56 0.04 0.84 0.584
N -0.3568 -0.1280 -0.1685 -1.73 -1.88 0.24 1.996
N 7.2584 -0.4026 1.2406 0.84 -0.70 -0.20 0.377
N -1.6505 1.8396 -3.3793 -0.85 -0.44 1.10 0.451
N -3.7481 -3.0455 -1.6377 -0.14 0.87 -0.71 1.335
N 5.4149 -2.0137 -6.2078 1.18 0.06 -0.84 0.142
N 0.9648 5.8074 5.4616 -0.98 0.61 0.45 0.106
N 3.5472 4.3360 -5.9880 -1.99 -0.29 -0.08 0.140
N 4.6615 3.2463 -1.9341 2.95 -1.12 0.45 0.755
N -1.3323 1.0602 5.6286 0.23 2.59 1.31 0.386
N -2.3780 -8.6187 -1.8789 -1.92 2.49 -0.98 0.128
N 0.8480 7.6761 -1.8882 0.19 -0.95 -0.12 0.259
N -1.0823 -1.8266 -6.6342 1.29 -0.86 0.77 0.200
N -8.0037 -3.4024 -1.0860 -0.97 -0.12 0.53 0.206
N 1.3916 -4.6659 -1.5648 0.98 -0.43 0.70 0.505
N 2.5390 -0.4480 3.9585 0.48 -2.64 0.91 1.342
N -5.6450 -0.4594 3.9227 -2.29 1.66 2.46 0.499
N -6.9907 1.6729 -1.4999 -1.23 0.89 -0.41 0.295
N 1.8227 -6.4863 2.5045 -1.47 -1.33 -0.93 0.466
C -1.5272 0.4199 -3.7021 1.34 0.17 -0.90 -0.503
C 4.5178 2.0339 -2.6464 -1.01 -1.63 -0.51 -1.448
C 3.7439 4.1676 -1.8435 -0.11 1.27 1.58 -0.068
C -9.4006 -3.4999 -1.3860 -0.82 0.22 -0.34 -1.072
C -6.3752 4.2405 2.9045 -1.49 -0.79 -0.91 -0.007
C -3.0955 -7.5742 -2.4572 -0.57 -1.80 0.08 0.880
C -3.8539 -1.6060 -1.5871 1.08 1.00 -0.03 -0.345
C -1.7492 2.3483 5.7309 1.36 0.54 0.51 0.620
C -4.5550 4.2791 4.5528 0.29 0.84 0.27 -0.644
C -7.2248 0.2720 -1.9802 0.52 0.98 -0.06 -0.365
C -7.5534 -2.5299 -0.2091 -0.04 2.74 1.60 0.282
C 1.4626 7.5394 -0.5411 0.54 1.28 -0.57 -0.928
C 1.2358 -5.3521 3.1762 -0.89 -0.16 -0.05 -0.986
C 0.2524 -5.0015 -2.1711 -0.53 0.16 0.25 0.316
C -5.9988 2.0570 -0.6706 -0.78 -2.63 0.64 -0.022
C 2.8433 -1.8551 4.1174 0.31 -0.78 0.50 -1.220
C -5.1586 -0.7656 2.7521 1.91 -2.87 -1.60 0.374
C 0.8881 -7.6491 2.1485 1.58 1.60 1.19 -1.166
C 7.1006 -3.7301 -2.5858 -0.27 1.01 0.56 -1.106
C -3.0509 -4.3907 5.2366 0.26 0.71 0.20 -0.805
C 5.9940 -0.0377 1.0267 1.08 1.08 -0.60 0.758
C 1.6159 -0.2449 2.9510 -2.20 1.23 -2.05 -0.439
C -1.5384 -8.4272 -0.7213 1.07 -0.09 -1.20 -0.874
C -1.9005 0.2048 4.6795 0.02 -1.52 -0.91 0.789
C 0.6011 0.9355 -0.3020 0.45 -0.44 -0.58 -1.547
C -1.0987 -0.4535 -7.1416 -0.35 -1.03 0.14 -0.970
C -0.3285 0.5098 6.4961 0.69 -0.73 0.83 -0.962
C -0.8812 2.8284 -4.1474 -0.15 -1.39 0.66 -0.914
C -3.4398 -3.6334 -0.4758 -0.60 0.46 0.18 -0.319
C 6.0303 3.3462 -1.4050 0.42 0.46 -0.34 -0.633
C -0.0870 6.0913 6.4971 2.13 -0.36 0.82 -0.889
C -3.8274 -3.6978 -2.9202 -1.02 -0.54 -0.33 -0.877
C 0.7964 6.4858 -2.7066 -0.05 -0.81 0.26 -0.460
C 5.5931 -3.7676 -0.5612 -0.60 0.76 -1.72 -1.325
C -2.2527 -2.6549 -6.8399 -0.70 1.42 -0.93 -0.990
C -7.0758 -4.0208 -1.9334 -0.04 -2.34 -0.84 -0.919
C 4.7180 3.2417 2.4909 -1.05 -0.09 1.66 -1.286
C 2.2052 -3.6093 -2.1651 -0.10 -0.19 0.59 -0.718
C 4.9176 5.6492 2.1801 0.06 0.99 0.37 -1.139
C 0.0144 -2.3837 -6.0528 -0.89 0.29 -0.31 0.182
C 2.7931 4.4686 1.8264 -0.64 0.40 -0.44 0.289
C -0.0636 -1.5122 -0.6174 1.01 0.84 0.10 -1.383
C 2.6316 5.5133 -5.8568 2.19 0.03 0.72 -0.831
C 8.2493 -0.2566 0.1309 0.24 -1.26 1.83 -0.976
C -7.9480 2.7100 -1.9254 0.17 -0.20 -1.20 -1.103
C 0.3577 8.8060 -2.3936 -0.30 1.91 1.99 0.194
C -2.6332 -9.9698 -2.2920 0.02 -0.08 0.08 -1.059
C -1.1107 4.6078 1.2812 0.57 -0.44 0.36 -0.265
C 3.1320 -6.5446 2.3059 1.60 0.99 0.39 0.019
C -4.2746 3.2165 2.4963 1.18 -1.86 -1.72 1.311
C -5.7241 -1.4035 5.0242 1.20 -0.24 0.22 -0.854
C 4.8240 4.2537 -5.5368 0.25 -1.16 -0.19 0.110
C -1.4574 6.1000 3.2068 0.24 -0.43 -0.34 -0.678
C -2.5170 2.2093 -2.3695 1.34 -1.18 -0.84 0.113
C 4.7270 -2.2669 -7.3132 0.26 -0.78 -4.32 0.293
C -1.4057 0.0188 0.6649 -0.76 -0.82 1.28 -0.736
C -1.9508 6.7822 0.7552 0.07 1.23 2.28 -1.165
C 2.0065 -5.4141 -0.3984 -0.56 0.66 -0.84 -0.500
C -6.2925 0.8199 4.1366 -0.18 1.07 -0.11 -0.856
C 6.8403 -1.7342 -6.2242 0.79 0.11 -0.42 -0.930
C 4.7444 -1.8662 -4.9402 1.23 0.34 0.52 -0.240
C 2.7426 3.1109 -6.2838 1.76 0.67 -0.08 -0.798
C -1.4184 -3.2236 3.7562 -0.65 -0.45 -0.27 0.012
C 7.6692 -0.6855 2.6250 0.34 0.66 -0.03 -0.990
C 1.0151 4.4571 4.9141 0.34 0.13 -0.89 0.132
C 3.0974 0.4768 4.7168 0.22 2.79 0.08 -0.311
C 1.7745 6.8035 5.0154 -1.51 2.96 2.47 0.072
C 7.8930 -4.0325 -0.2142 2.36 0.09 -0.78 0.093
C -0.7607 -3.9124 6.0584 2.20 1.90 -2.04 -0.151
H 0.7699 -0.9262 2.8607 -0.06 -0.71 1.18 -0.576
H 3.1711 -2.2973 3.1767 0.23 0.19 -0.17 0.402
H -1.1292 4.6831 0.1829 0.13 -0.99 -0.08 -0.191
H 7.4904 -4.1468 0.8042 0.20 -0.03 0.03 0.410
H 4.4908 1.2101 -1.9332 0.35 -0.26 0.19 0.338
H -0.3903 -2.9229 3.5545 -0.05 -0.03 0.80 -0.568
H 2.5347 6.4813 4.2871 -0.12 0.17 0.07 0.418
H 5.3266 1.8737 -3.3594 -0.07 0.14 -0.06 0.545
H -0.8035 -0.0745 7.2841 0.10 -0.51 -0.12 0.361
H 6.7173 3.5704 -2.2210 0.00 0.15 -0.22 0.398
H 0.7005 1.1924 -1.3566 -0.01 0.38 -0.05 0.441
H -9.7558 -4.5301 -1.4131 0.19 -0.09 0.01 0.342
H -0.5580 -8.5469 -1.1825 0.78 -0.59 0.91 0.431
H -1.1140 3.8114 -3.7380 -0.12 -0.03 -0.53 0.231
H 2.0023 -0.4219 1.9473 0.72 0.75 -0.16 0.305
H -1.4905 5.1795 3.7897 -0.18 -0.16 -0.30 -0.504
H 2.2195 2.7934 -5.3817 -0.26 0.07 -0.12 0.087
H 2.0459 4.1390 4.7582 0.05 -0.04 0.19 0.388
H -0.8549 -2.2589 -0.6840 -0.66 0.90 -0.15 -0.401
H -5.7998 1.4694 4.8601 0.76 -0.16 0.09 0.273
H 1.8358 -3.1870 -3.0996 -0.34 -0.74 -0.09 0.181
H 3.7781 0.0813 5.4864 -0.08 -0.12 -0.10 0.254
H 7.2839 -1.6957 -7.2191 -0.82 0.06 -0.34 0.353
H -6.9648 4.8085 3.6406 0.11 0.16 -0.05 0.319
H 0.0376 8.7557 -3.4458 0.06 -0.10 0.04 0.310
H 4.0786 4.9902 -1.1928 -0.02 0.39 -0.09 0.186
H 5.0227 -4.6553 -0.8346 0.09 -0.17 0.10 0.608
H 1.1085 0.7116 3.0768 0.46 0.39 -0.43 0.229
H -6.4300 -0.4383 -1.7523 0.02 0.56 0.79 -0.467
H -6.4554 -2.4498 -0.2016 0.07 -0.26 0.22 0.215
H 1.4730 -8.5601 2.0222 0.03 0.13 -0.14 0.327
H -1.4300 7.7206 0.9461 0.34 0.05 -0.09 0.467
H -3.3384 -4.5869 6.2696 0.83 -0.54 0.21 0.324
H 3.0928 -5.3381 -0.4460 -0.14 0.01 -0.20 -0.146
H 6.9469 -2.6813 -2.8395 0.22 0.22 -0.25 0.351
H 1.9074 -4.4957 3.2359 0.17 -0.50 0.36 0.221
H -1.1826 -4.1459 7.0482 0.31 -0.38 -0.14 0.323
H -1.4753 -7.4203 -0.3089 -0.93 0.09 -0.10 0.084
H -3.7466 -4.7800 -2.8182 0.03 0.14 0.15 0.101
H 3.4619 -7.5805 2.1319 0.30 0.11 -0.42 0.300
H 5.2161 -0.9658 -4.5467 -0.40 0.16 0.65 0.068
H -4.1334 -1.2143 -0.6090 -0.17 -0.32 0.04 -0.132
H -3.1644 -3.3875 -3.7278 0.71 0.37 0.56 0.099
H 2.0957 3.3708 -7.1217 -0.20 -0.28 0.22 0.342
H -7.2988 0.8205 4.5555 -0.29 -0.85 -0.36 0.492
H 2.2388 5.8689 -6.8093 -0.18 -0.50 0.00 0.347
H 0.3348 -4.9902 2.6809 -0.03 -0.17 -0.36 0.321
H 5.7256 5.5216 1.4597 -0.18 0.25 -0.41 0.277
H 0.9287 6.9936 0.2369 -0.12 -0.52 -0.66 0.184
H -4.6049 3.4753 5.2872 0.46 -0.31 -0.20 0.204
H 4.6025 3.2647 3.5745 0.12 -1.13 0.22 0.450
H -3.3451 3.7383 2.2682 -0.07 0.34 0.07 -0.262
H -6.1404 -0.9477 5.9226 -0.32 0.17 -0.36 0.416
H 1.8849 5.3381 -5.0823 -0.21 -0.25 -0.35 0.155
H 4.1376 2.4335 2.0457 0.30 -0.18 0.30 0.100
H 3.2453 6.3276 -5.4716 0.01 0.21 0.02 0.337
H -6.3271 1.3849 3.2052 -0.05 -0.14 -0.08 0.098
H -2.1753 0.0875 -4.5130 -0.46 0.01 0.23 0.295
H -7.3251 -3.8251 -2.9764 0.88 1.01 -0.30 0.365
H 8.2227 0.1748 3.0012 0.02 0.27 0.05 0.372
H -1.0917 2.6152 -5.1954 -0.13 0.79 -0.19 0.323
H 6.2288 4.0851 -0.6286 -0.68 0.16 -0.02 0.065
H -6.0709 -3.9403 -1.5190 0.00 0.55 -0.72 0.017
H 5.7879 3.0765 2.3639 -0.01 0.76 -0.95 0.450
H 0.4001 -0.0672 5.9265 -0.49 -0.66 -0.30 0.179
H -8.1696 -0.1158 -1.5993 0.04 0.12 -0.05 0.421
H -2.3880 -0.6443 5.1585 -0.02 -0.26 0.16 0.323
H -2.2898 6.7254 3.5294 -0.10 0.08 -0.47 0.406
H 2.3314 3.4694 1.7984 -0.02 0.03 0.09 0.245
H -9.0022 2.4381 -1.8711 0.11 -0.52 0.31 0.333
H 0.2596 -7.7688 3.0310 -0.33 -0.14 -0.29 0.360
H 3.4532 2.3381 -6.5768 -0.21 -0.10 -0.04 0.376
H -1.2464 -0.4925 -8.2208 -0.07 0.17 -0.10 0.375
H 0.2833 1.7871 0.2997 0.07 0.05 -0.13 -0.169
H -1.6579 -3.9703 2.9991 -0.10 -0.21 -0.08 0.555
H -0.1541 0.0485 -6.9326 -0.20 -0.14 0.23 0.199
H -9.5846 -3.0444 -2.3590 -0.04 -0.11 -0.32 0.376
H -1.1367 6.2161 6.2314 0.25 -0.17 -0.64 0.219
H -1.6709 -10.4105 -2.5526 -0.03 -0.59 0.47 0.322
H 5.0681 -2.7046 -4.3234 -0.40 0.00 0.35 0.009
H -1.7616 -9.1725 0.0422 0.17 0.10 0.08 0.375
H 0.3819 1.1324 7.0399 -0.79 1.20 -0.30 0.268
H 5.2245 5.2252 -5.2083 0.00 0.02 -0.05 0.381
H -6.2193 -2.3478 4.7980 -0.25 0.23 -0.31 0.292
H -3.5525 4.5671 4.2362 0.34 -0.35 0.86 -0.023
H 6.7772 -0.7731 3.2452 0.08 -0.19 -0.24 0.184
H 0.4474 -1.4065 -1.5744 0.03 -0.36 -0.01 0.428
H 2.1633 -2.7615 -1.4813 0.97 -0.02 0.16 0.075
H 1.7239 -5.0318 0.5825 -0.19 0.47 -0.28 0.325
H -7.7506 2.9206 -2.9765 -0.16 0.09 -0.27 0.404
H 0.5009 3.7116 5.5206 0.19 0.45 0.24 -0.312
H 1.9802 -2.4354 4.4438 -0.31 0.23 0.06 0.014
H 3.6055 -2.0514 4.8715 0.15 0.32 -0.09 0.515
H -2.6736 0.6434 4.0486 0.35 0.37 -0.05 -0.610
H 5.1482 -2.9306 -1.0993 -0.67 0.12 0.20 0.109
H -0.2015 -5.8686 -1.6668 -0.37 -0.14 -0.32 -0.040
H -1.5014 -0.3103 -2.8932 -0.65 0.57 0.39 -0.446
H -5.2537 -0.0223 1.9454 0.00 -0.01 0.15 -0.041
H 0.1612 5.7726 -2.1812 0.42 -0.56 0.10 0.105
H 8.0590 -4.0372 -3.0045 0.05 -0.13 0.74 0.358
H 5.4467 5.8149 3.1185 -0.09 -0.72 0.51 0.403
H -7.8752 3.6771 -1.4279 0.50 -0.36 0.48 0.318
H 7.4847 -2.4833 -5.7640 -0.43 -0.24 0.63 0.259
H 0.2458 6.9352 7.1013 -0.12 0.37 -0.54 0.377
H -7.1870 0.2687 -3.0696 -0.55 0.30 -0.21 0.383
H -0.1916 -3.4362 -5.8035 0.35 -0.01 0.19 0.241
H -2.1007 -2.4016 3.5395 0.01 0.12 0.11 -0.154
H -10.0290 -2.9360 -0.6966 0.46 -0.08 0.28 0.316
H 0.1769 2.6118 -3.9996 0.19 0.18 0.10 0.269
H -4.9144 5.1505 5.1002 -0.71 0.16 -0.55 0.435
H -3.2514 -10.0769 -3.1834 -0.05 0.67 0.15 0.325
H -3.3497 -2.8696 0.3120 0.11 -0.33 0.34 0.652
H -4.4878 -1.1101 -2.3221 -0.24 -0.65 -0.22 0.733
H 3.6775 -2.2878 -6.9810 -0.34 -0.27 -0.95 0.228
H -7.2357 -5.0977 -1.9850 -0.13 -0.47 0.58 0.451
H -0.5299 0.2641 -4.1136 0.28 0.18 -0.22 0.286
H -2.9684 7.0370 1.0514 -0.33 -0.26 -0.47 0.334
H -4.7058 -1.6681 5.3091 0.18 -0.16 0.00 0.078
H -4.8183 -3.4776 -3.3173 -0.21 -0.19 -0.13 0.327
H 1.5784 0.5815 0.0262 0.17 0.16 0.18 0.368
H -3.0544 -5.2834 4.6112 -0.61 0.01 0.11 0.332
H 8.3525 -1.5172 2.7969 -0.31 -0.36 -0.61 0.325
H -2.2599 2.6532 4.8043 -0.50 0.08 0.28 0.054
H -2.4814 -2.4745 -7.8903 -0.48 -0.58 -0.20 0.370
H -2.2071 -3.7254 -6.6398 0.66 0.26 0.13 0.340
H 5.9974 0.4652 0.0472 -0.99 -0.23 -0.45 -0.333
H -1.0582 -0.1822 4.1060 -0.40 -0.31 -0.61 -0.651
H -3.1801 -10.4111 -1.4588 0.33 -0.86 -0.09 0.370
H 8.9383 -1.0695 0.3601 0.57 0.25 -0.19 0.447
H -3.9690 2.3308 3.0532 0.14 -0.40 -0.14 -0.332
H 2.4876 7.1981 -0.6858 -0.20 -0.81 0.07 0.228
H 3.1582 -4.1171 -2.3138 0.44 0.92 0.00 0.393
H 5.4760 -3.5677 0.5038 0.59 -0.17 -0.08 0.344
H 6.3090 -4.2346 -3.1398 -0.10 -0.50 0.49 0.342
H 1.7512 -6.4732 -0.3652 -0.19 0.01 -0.53 0.346
H -0.5265 6.5637 3.5332 0.03 0.30 -0.38 0.304
H 1.6576 8.5119 -0.0890 -0.55 0.37 -0.42 0.324
H 0.3235 -7.4092 1.2474 -0.08 -0.03 0.17 0.450
H 0.5911 -1.9661 0.1266 0.55 -0.01 -0.02 0.794
H -1.3934 1.0307 1.0986 -0.53 0.10 0.00 0.956
H 0.3089 6.5527 -3.6792 -0.09 0.96 0.01 0.434
H -4.7355 2.8986 1.5611 0.04 -0.05 0.18 -0.930
H 0.0425 5.2716 7.2039 -0.66 -0.30 -0.17 0.348
H -1.9622 0.0140 -6.6685 0.15 0.53 -0.19 0.376
H 0.8927 -5.7731 4.1213 0.16 0.77 0.48 0.331
H 3.5546 1.9273 -3.1452 0.10 0.57 -0.21 0.152
H -2.8335 -6.5980 -2.0206 -0.11 0.01 -0.15 -0.297
H 3.6608 -1.7481 -4.9376 0.10 -0.19 -0.53 0.189
H -3.0847 -2.2244 -6.2826 -0.21 -0.15 0.19 0.309
H 0.5468 4.4628 3.9298 -0.09 -0.30 -0.08 -0.165
H 1.7891 6.0805 -2.9026 -0.15 -0.17 0.38 -0.085
H 6.4007 2.3951 -1.0227 -0.52 -0.18 0.14 0.134
H -3.8446 -3.6780 5.0128 0.19 -0.01 -1.01 0.099
H 4.3914 6.6003 2.0980 -0.25 -0.29 -0.74 0.286
H 7.8999 -0.5410 -0.8616 -0.58 0.51 0.18 0.220
H -6.0001 3.1158 -0.3687 0.21 -0.18 -0.26 0.227
H -1.8628 6.6117 -0.3177 0.09 -0.88 0.37 0.285
H 7.0475 -0.7611 -5.7789 -0.11 0.01 0.24 0.309
H -2.9626 1.3250 -1.8881 -0.27 0.01 0.03 0.356
H 8.7685 0.7002 0.1874 -0.07 0.00 -0.27 0.279
H -2.8458 -1.2274 -1.7561 0.00 0.43 -0.08 -0.784
```
Forces are in eV/Å.

Results
ΔE to the lowest compared entry with this formula, charge and spin = 18.257 eV
M = 1681.2 g mol⁻¹

---

Record 2
Molecular formula: C4H12
Method: DFT, ωB97M-V/def2-TZVPD

Structure (XYZ):
```
16
Properties=species:S:1:pos:R:3:forces:R:3:nbo_charge:R:1
C 0.2521 0.4367 2.5772 0.44 -1.13 -0.86 -0.609
C 1.6123 0.8002 1.9149 -1.62 -1.68 -0.33 -0.605
C -0.9930 -0.0553 -2.8199 0.74 -0.69 2.21 -0.627
C -0.8645 -1.1328 -1.6938 1.52 -1.90 0.97 -0.621
H -1.0536 0.9613 -2.4706 0.27 0.42 0.86 0.203
H -1.9774 -0.2030 -3.1423 -1.07 -0.36 -2.01 0.212
H 0.1380 -0.9345 -1.0721 -2.11 -0.96 -1.37 0.201
H 1.6576 1.8021 1.6580 -0.15 2.06 -0.80 0.199
H 1.6926 0.1763 1.0182 0.13 0.37 -0.07 0.199
H -1.6782 -1.2722 -0.9356 0.41 1.21 -0.62 0.211
H 0.2070 0.5585 3.6417 0.04 0.60 0.55 0.204
H -0.9563 -2.2753 -2.1068 1.05 2.78 0.49 0.204
H -0.1008 -0.0564 -3.4549 -0.80 -0.50 -0.51 0.216
H -0.5879 0.9655 2.0791 0.53 -0.38 0.39 0.207
H 2.5015 0.6516 2.4590 0.83 -0.66 1.21 0.204
H 0.1162 -0.6664 2.4558 -0.19 0.81 -0.10 0.200
```
Forces are in eV/Å.

Results
ΔE to the lowest compared entry with this formula, charge and spin = 1.170 eV
M = 60.1 g mol⁻¹
SMILES = CC.CC

---

| no. | frontier orbital gap (eV) | calculated total energy (eV) |
| --- | --- | --- |
| 1 | 8.524 | -155524.110 |
| 2 | 12.366 | -4341.358 |